{"formula": "C46H32BBr3FInO9", "method": "wB97M-V/def2-TZVPD", "de_lowest_kcal_mol": 44.8, "total_charge": 2, "orbital_gap_ha": 0.0817, "e_tot_ev": -285317.867, "lumo_ev": -11.270, "elements": ["H", "H", "H", "C", "C", "H", "H", "C", "F", "H", "O", "C", "C", "H", "H", "C", "Br", "Br", "O", "C", "H", "H", "C", "C", "H", "H", "H", "O", "C", "C", "C", "C", "C", "C", "H", "C", "C", "C", "C", "C", "C", "H", "H", "O", "C", "H", "C", "H", "C", "C", "Br", "H", "C", "O", "H", "C", "C", "C", "H", "C", "C", "H", "C", "H", "C", "C", "H", "H", "O", "C", "H", "In", "O", "C", "C", "H", "H", "H", "C", "C", "H", "C", "H", "C", "O", "C", "B", "H", "O", "C", "C", "C", "C"], "positions_angstrom": [[7.96994, -0.25728, -3.06968], [3.13564, -0.81561, 5.11234], [-3.55823, 3.41652, -6.58913], [-5.21282, 0.39183, -0.97576], [-5.36906, 2.67270, -2.47579], [-0.93657, 3.04484, -3.47395], [-6.96735, -0.15541, -2.02818], [-1.95175, 1.15170, -3.92282], [1.95295, 1.02924, 6.30254], [8.48511, -0.84645, -0.69365], [-4.26069, -1.31182, -5.05179], [-0.62884, -1.84756, -1.91751], [7.51903, -0.43270, -0.94245], [-0.35826, -3.55455, -0.99403], [7.07549, -1.76609, 3.95235], [3.63336, -0.16329, 3.23145], [4.66489, -3.20114, -0.14633], [2.47413, -4.54084, -1.98930], [3.35600, 1.30184, 0.72439], [-0.93497, -3.17772, -1.82579], [-1.74163, 4.25459, -5.27071], [-0.02902, -0.05659, 6.72779], [-3.50345, 1.35139, -5.70894], [-3.15563, 1.11991, 0.21489], [0.81614, -0.98643, 1.35243], [-2.21212, -0.61083, 4.26261], [-4.34112, 1.00060, -6.29346], [-0.58290, 1.05528, -1.90174], [4.34908, 0.59579, 0.91245], [-2.60203, -3.00699, -3.52770], [-4.24584, 1.33756, -0.71864], [5.40277, 0.42216, -0.17168], [-2.11370, 3.25433, -5.10509], [-1.46183, -0.99011, -2.74393], [-2.31545, -4.80550, -2.63537], [-2.37391, 0.01872, 2.26401], [-1.85461, -3.82954, -2.67443], [5.95378, 0.54988, -2.57056], [0.97277, 1.81368, 6.48376], [-0.25934, 0.96500, 6.42546], [7.25121, -0.09850, -2.27934], [2.21238, -2.94430, -0.07274], [2.66203, 0.24658, 2.99714], [-2.17632, 1.92178, 0.18247], [-4.32998, 2.53439, -1.51973], [0.13142, -1.56862, -1.20295], [-5.27240, -0.85048, -0.10917], [-5.43786, -2.31742, 1.95620], [-6.27091, 1.70513, -2.81507], [0.11610, 2.06637, 4.46582], [2.93163, -1.32857, -2.14488], [5.65127, 0.80910, -3.57440], [-3.36899, 0.13840, 1.15815], [-6.03464, -1.81516, -0.23586], [1.29435, 0.21079, 0.13923], [-1.53164, 2.50802, -4.19792], [5.02541, -1.63445, 4.56916], [-4.53372, -1.75149, 2.12549], [1.10789, 2.31401, 7.44267], [-3.73281, -1.77470, 3.24062], [-6.21538, 0.61680, -1.95998], [-1.11446, 1.34777, 6.98255], [-3.17626, 2.75169, -5.82854], [-3.25743, -3.46257, -4.25523], [-2.40055, -1.61370, -3.56918], [-1.27874, 0.46826, -2.69245], [-3.96555, -2.53131, 3.97531], [-1.66924, 0.77977, 2.56507], [8.20850, -0.97174, 1.81738], [6.10809, -1.38439, 3.66107], [-0.39100, 0.06318, 0.57845], [0.88357, 2.93075, 0.23551], [-0.59117, 1.05391, 5.04240], [5.90776, -0.67485, 2.46684], [4.61835, -0.12490, 2.22471], [-5.26821, 3.60108, -3.01833], [-3.56256, 3.28729, -1.41674], [4.16502, 1.29300, -1.71947], [3.86003, -0.92719, 4.31912], [-2.97341, 0.53545, -4.68970], [-7.05430, 1.92755, -3.52446], [-2.66416, -0.89286, 3.32318], [0.82220, 0.72509, 1.72188], [5.12927, 0.88051, -1.46164], [0.85277, 2.67194, 5.37939], [-4.41269, -0.81581, 1.11018], [0.61879, -0.00381, 0.95274], [5.02114, -2.25270, 5.45468], [-0.04375, 2.43477, 3.34256], [-3.38516, -0.87988, -4.43206], [6.71261, -0.14916, 0.12108], [2.93862, -2.93207, -0.88547], [7.09295, -0.51388, 1.50622]], "forces_ev_per_angstrom": [[-0.01, -0.19, 0.04], [-0.32, -0.68, 0.08], [-0.66, -0.41, -0.13], [-1.46, -1.03, -0.32], [2.94, 1.63, 0.32], [0.77, -0.57, 0.04], [-0.05, -0.19, -0.09], [0.68, 1.09, 1.12], [4.51, -2.71, -0.90], [0.14, -0.23, -0.06], [-3.68, -2.69, -1.68], [-1.69, 1.02, -0.73], [1.43, 0.21, -0.36], [-0.29, -1.42, -0.26], [0.20, -0.03, -0.46], [0.62, 0.11, -2.93], [0.11, 0.22, 0.15], [0.15, 0.97, 0.52], [0.48, -0.52, -0.12], [0.05, -1.09, 0.00], [-0.28, 0.22, -0.01], [-0.10, 0.05, -0.20], [-0.91, 1.60, 0.61], [2.04, 4.82, -2.28], [1.23, -3.54, 1.41], [0.49, -0.77, 0.09], [0.09, -0.31, -0.17], [0.16, 0.16, 0.16], [0.65, -0.26, 0.47], [1.47, 0.35, -0.18], [-0.48, 2.26, -2.54], [0.76, 0.19, 1.14], [-1.19, 1.72, -2.14], [1.09, -1.47, 1.04], [1.07, -0.58, 0.48], [-2.25, -0.11, 0.06], [-1.09, 1.56, 0.45], [2.32, -0.75, 2.29], [-3.00, 1.76, 1.88], [-1.15, 0.19, 0.13], [-3.41, 1.50, -0.12], [-0.02, 0.80, -0.38], [-0.02, 0.33, 0.26], [-1.76, -2.03, 0.47], [-0.69, -1.84, 0.34], [-0.10, 1.06, -0.35], [-1.90, -0.85, 0.24], [0.13, -0.84, 0.54], [-0.02, -0.11, 1.77], [-1.74, -0.05, -0.08], [-0.45, -1.28, 1.32], [0.13, 0.03, -0.01], [1.84, -3.93, 4.04], [1.27, 1.84, -0.42], [2.20, 0.51, -4.85], [0.49, -2.95, 3.58], [0.69, 1.35, -1.79], [-1.37, 0.19, -1.08], [-0.10, 0.72, -0.36], [0.73, -0.36, 0.14], [-0.11, -1.59, 0.20], [0.15, 0.03, 0.17], [0.51, -2.17, -0.75], [-0.42, 0.13, 0.18], [-1.02, -0.99, 0.57], [-0.91, 0.57, -2.66], [0.12, 0.31, 0.46], [0.17, 0.29, -0.80], [-2.50, 1.68, -0.96], [-1.08, -0.75, 1.09], [-4.83, 1.09, -2.66], [-0.23, -0.79, 0.29], [0.21, -0.31, -1.03], [-0.05, 0.39, 0.53], [0.32, 0.57, -0.59], [-0.49, 0.13, -0.27], [-0.16, 0.13, 0.08], [-0.04, 0.31, 0.43], [-0.37, -0.14, 2.17], [1.44, 2.29, 0.13], [0.00, -0.48, -0.11], [-0.51, 0.71, -0.45], [-0.02, 2.70, 3.18], [0.35, -1.18, -1.98], [0.98, 0.67, 0.49], [2.35, 2.05, -0.76], [1.20, -0.76, 2.99], [0.73, -0.01, -0.03], [0.23, -0.19, -0.15], [4.36, 3.17, 0.82], [-2.19, 1.03, -0.57], [0.04, -0.82, -1.52], [0.99, -2.69, 1.36]]}